# 1
ORCA calculation (the ωB97M-V functional and the def2-TZVPD basis) on a cluster of 4 separate species, C3H12O4 in total at a distorted geometry.

Atoms and positions in Å:
O (0.16, -2.01, 0.08)
C (0.95, -1.21, -0.33)
C (1.67, -1.35, -1.67)
C (0.78, -2.04, -2.70)
H (1.37, -0.48, 0.38)
H (2.50, -2.00, -1.40)
H (1.89, -0.35, -2.03)
H (0.18, -1.38, -3.31)
H (0.22, -2.87, -2.29)
H (1.39, -2.51, -3.49)
H (3.91, 3.28, -3.85)
H (3.64, 4.31, -2.73)
O (3.21, 3.74, -3.37)
H (-3.69, 1.41, 4.42)
H (-4.91, 0.59, 4.97)
O (-4.50, 1.45, 4.93)
H (-1.44, -0.61, 2.55)
H (-1.26, 0.89, 2.70)
O (-1.93, 0.22, 2.51)

Results
Structure (SMILES): CCC=O.O.O.O
Gap between HOMO and LUMO, eV: 10.54
E_LUMO, eV: 0.58
Net charge: 0

Atom charges from the Löwdin analysis, given in e for atoms 1 to 2: 0.044, -0.272

# 2
ORCA calculation (the ωB97M-V functional and the def2-TZVPD basis) on the ion C5H8N with charge +1 at a distorted geometry.

Atoms and positions in Å:
C (1.43, 0.26, -1.45)
C (1.60, -0.16, -0.18)
C (-0.10, 0.35, -1.21)
C (0.11, 0.00, 0.20)
C (-0.46, 0.50, 1.47)
N (-0.64, -0.88, -0.71)
H (1.86, 0.43, -2.38)
H (2.37, -0.39, 0.56)
H (-0.77, 1.35, -1.43)
H (-0.63, -0.23, 2.27)
H (-1.37, 0.93, 1.30)
H (0.20, 1.26, 1.76)
H (-1.60, -0.85, -0.39)
H (-0.16, -1.77, -0.88)

Results
Structure (SMILES): C[C@]12C=C[C@H]1[NH2+]2
Gap between HOMO and LUMO, eV: 10.88
E_LUMO, eV: -3.74
Net charge: +1

Atom charges from the Löwdin analysis, given in e for atoms 1 to 2: 0.082, 0.059

# 3
ORCA calculation (the ωB97M-V functional and the def2-TZVPD basis) on a structure of composition C34H60F13NO13S2 at a distorted geometry.

Atoms and positions in Å:
N (-1.38, -1.77, -0.53)
C (-1.24, -0.41, -0.08)
C (-0.18, -0.18, 1.02)
C (0.74, -1.38, 1.27)
C (2.20, -1.03, 1.45)
F (2.66, -0.48, 0.29)
F (2.91, -2.17, 1.66)
C (2.49, 0.01, 2.59)
F (2.49, 1.24, 2.05)
F (1.51, -0.07, 3.53)
C (3.83, -0.23, 3.32)
F (3.77, -1.44, 3.91)
F (4.79, -0.30, 2.37)
C (4.12, 0.83, 4.46)
F (3.26, 1.85, 4.38)
F (3.90, 0.22, 5.63)
S (5.89, 1.55, 4.50)
F (5.79, 1.85, 2.95)
F (6.47, 0.11, 4.24)
F (6.01, 1.31, 6.07)
F (5.34, 3.01, 4.80)
F (7.36, 2.12, 4.49)
O (-2.53, -0.13, 0.60)
S (-3.35, 1.03, -0.13)
O (-3.93, 1.88, 0.83)
O (-4.14, 0.42, -1.14)
O (-2.06, 1.73, -0.76)
C (-1.25, 0.64, -1.23)
C (0.06, 1.19, -1.77)
C (0.74, 0.25, -2.78)
O (2.14, 0.26, -2.54)
H (-2.35, -1.98, -0.73)
H (-0.80, -1.99, -1.33)
H (0.38, 0.72, 0.77)
H (-0.72, 0.04, 1.93)
H (0.73, -2.09, 0.45)
H (0.40, -1.95, 2.14)
H (-1.73, 0.15, -2.08)
H (-0.18, 2.14, -2.24)
H (0.79, 1.42, -0.99)
H (0.52, 0.61, -3.79)
H (0.34, -0.76, -2.65)
H (2.52, -0.55, -2.90)
C (1.89, -5.74, -0.20)
C (2.82, -4.69, -0.75)
O (2.42, -3.60, -1.10)
C (4.29, -5.05, -0.82)
H (0.87, -5.35, -0.20)
H (1.92, -6.64, -0.81)
H (2.18, -6.00, 0.82)
H (4.43, -5.92, -1.47)
H (4.66, -5.30, 0.18)
H (4.85, -4.21, -1.21)
C (5.71, 3.32, -0.22)
C (6.74, 4.02, -1.08)
O (6.47, 5.00, -1.73)
C (8.13, 3.43, -1.09)
H (4.76, 3.84, -0.30)
H (5.58, 2.29, -0.55)
H (6.03, 3.32, 0.82)
H (8.11, 2.40, -1.46)
H (8.55, 3.43, -0.08)
H (8.77, 4.02, -1.74)
C (4.17, -6.29, 3.29)
C (4.39, -7.64, 2.65)
O (3.50, -8.20, 2.05)
C (5.77, -8.24, 2.76)
H (3.15, -5.96, 3.12)
H (4.35, -6.34, 4.36)
H (4.87, -5.57, 2.85)
H (6.03, -8.39, 3.81)
H (6.51, -7.57, 2.31)
H (5.79, -9.20, 2.25)
C (5.91, 1.80, -4.60)
C (5.65, 0.46, -3.97)
O (4.86, -0.33, -4.43)
C (6.43, 0.13, -2.71)
H (5.29, 1.91, -5.48)
H (5.67, 2.60, -3.89)
H (6.96, 1.89, -4.88)
H (6.21, 0.87, -1.94)
H (7.50, 0.16, -2.92)
H (6.16, -0.86, -2.36)
C (-5.78, 5.88, -1.14)
C (-5.39, 4.66, -1.95)
O (-4.27, 4.53, -2.39)
C (-6.47, 3.63, -2.18)
H (-4.92, 6.54, -1.05)
H (-6.59, 6.42, -1.64)
H (-6.11, 5.58, -0.15)
H (-7.30, 4.08, -2.73)
H (-6.82, 3.24, -1.23)
H (-6.05, 2.82, -2.77)
C (-9.85, 4.14, -6.21)
C (-9.70, 3.39, -4.91)
O (-8.89, 3.72, -4.08)
C (-10.61, 2.20, -4.70)
H (-9.14, 4.97, -6.24)
H (-9.66, 3.48, -7.05)
H (-10.86, 4.54, -6.30)
H (-10.46, 1.46, -5.49)
H (-11.65, 2.52, -4.72)
H (-10.40, 1.75, -3.74)
C (2.89, -3.58, 6.29)
C (1.75, -3.88, 5.35)
O (1.74, -4.86, 4.65)
C (0.62, -2.88, 5.30)
H (3.64, -4.37, 6.24)
H (3.36, -2.63, 6.03)
H (2.52, -3.51, 7.32)
H (1.00, -1.91, 5.00)
H (0.16, -2.78, 6.29)
H (-0.13, -3.22, 4.59)
C (-11.24, 2.59, -0.33)
C (-12.34, 2.34, -1.33)
O (-12.36, 1.35, -2.02)
C (-13.43, 3.39, -1.42)
H (-10.52, 1.77, -0.37)
H (-10.72, 3.52, -0.58)
H (-11.65, 2.67, 0.67)
H (-12.99, 4.35, -1.71)
H (-13.92, 3.50, -0.46)
H (-14.16, 3.09, -2.17)

Results
Gap between HOMO and LUMO, eV: 9.05
E_LUMO, eV: 0.09
Net charge: 0

Atom charges from the Löwdin analysis, given in e for atoms 1 to 2: 0.128, -0.422

# 4
ORCA calculation (the ωB97M-V functional and the def2-TZVPD basis) on a structure of composition C51H63GeINO8PS2Si3Ti at a distorted geometry.

Atoms and positions in Å:
Ti (-1.11, 0.23, -0.15)
C (-1.19, 2.18, 2.76)
O (-1.19, 2.05, 1.34)
Si (-1.97, 3.09, 0.27)
C (-1.37, 4.83, 0.62)
C (-3.78, 3.15, 0.77)
C (-1.48, 2.28, -1.30)
Si (-2.90, 2.32, -2.53)
C (-3.76, 4.02, -2.42)
C (-2.42, 2.30, -4.35)
C (-4.34, 1.12, -2.46)
Si (0.10, 2.97, -2.00)
C (-0.23, 4.71, -2.71)
C (1.49, 3.26, -0.79)
C (0.84, 2.05, -3.45)
H (-0.60, 3.04, 3.06)
H (-0.74, 1.29, 3.18)
H (-2.22, 2.27, 3.13)
H (-1.56, 5.08, 1.67)
H (-1.92, 5.55, 0.00)
H (-0.30, 4.96, 0.43)
H (-3.88, 2.78, 1.80)
H (-4.42, 2.53, 0.15)
H (-4.16, 4.17, 0.74)
H (-3.02, 4.83, -2.33)
H (-4.44, 4.10, -1.57)
H (-4.34, 4.21, -3.33)
H (-1.74, 3.11, -4.62)
H (-3.35, 2.43, -4.93)
H (-1.97, 1.36, -4.67)
H (-4.88, 1.15, -1.52)
H (-5.03, 1.39, -3.27)
H (-4.02, 0.09, -2.61)
H (-0.68, 5.37, -1.96)
H (-0.91, 4.70, -3.57)
H (0.71, 5.17, -3.03)
H (1.15, 3.42, 0.23)
H (2.08, 4.12, -1.10)
H (2.14, 2.38, -0.75)
H (0.09, 1.74, -4.18)
H (1.38, 1.16, -3.11)
H (1.55, 2.71, -3.96)
O (-4.96, -0.34, 0.57)
N (-3.84, -0.01, 0.93)
O (-3.46, -0.01, 2.09)
O (-3.01, 0.40, -0.02)
S (2.59, -0.03, 5.18)
P (3.15, 1.19, 3.70)
S (1.95, 1.50, 2.17)
C (4.78, 0.62, 3.05)
C (5.60, -0.21, 3.80)
C (6.77, -0.73, 3.26)
C (7.13, -0.43, 1.95)
C (6.31, 0.39, 1.19)
C (5.15, 0.92, 1.73)
C (3.61, 2.81, 4.46)
C (3.12, 4.01, 3.95)
C (3.40, 5.21, 4.59)
C (4.18, 5.23, 5.74)
C (4.68, 4.03, 6.25)
C (4.39, 2.84, 5.62)
H (5.29, -0.48, 4.81)
H (7.39, -1.39, 3.86)
H (8.03, -0.86, 1.52)
H (6.57, 0.61, 0.16)
H (4.48, 1.51, 1.12)
H (2.51, 3.98, 3.06)
H (3.01, 6.14, 4.19)
H (4.39, 6.17, 6.24)
H (5.28, 4.04, 7.16)
H (4.74, 1.90, 6.03)
C (2.36, -6.32, -0.84)
C (2.31, -4.81, -0.84)
C (2.36, -4.09, -2.02)
C (2.26, -2.70, -2.04)
C (2.34, -2.01, -3.38)
C (2.08, -2.02, -0.84)
C (2.14, -2.71, 0.38)
C (2.24, -2.00, 1.70)
C (2.23, -4.10, 0.35)
C (1.88, -0.51, -0.90)
O (2.80, 0.23, -1.12)
O (0.61, -0.10, -0.80)
H (2.40, -6.71, -1.85)
H (1.48, -6.73, -0.35)
H (3.24, -6.68, -0.29)
H (2.48, -4.62, -2.97)
H (3.09, -2.49, -4.00)
H (2.62, -0.96, -3.27)
H (1.38, -2.06, -3.89)
H (3.22, -1.51, 1.77)
H (2.15, -2.70, 2.53)
H (1.51, -1.21, 1.81)
H (2.25, -4.64, 1.29)
Ge (-1.72, -1.61, -2.05)
C (-1.97, -1.43, -4.03)
C (-3.12, -1.83, -4.71)
C (-3.23, -1.67, -6.09)
C (-2.20, -1.10, -6.82)
C (-1.04, -0.70, -6.15)
C (-0.94, -0.86, -4.78)
C (-2.74, -3.26, -1.66)
C (-2.03, -4.42, -1.32)
C (-2.68, -5.60, -0.98)
C (-4.07, -5.65, -0.97)
C (-4.80, -4.52, -1.30)
C (-4.14, -3.34, -1.63)
H (-0.35, -2.33, -2.18)
H (-3.93, -2.29, -4.17)
H (-4.14, -1.98, -6.60)
H (-2.29, -0.96, -7.89)
H (-0.23, -0.24, -6.71)
H (-0.05, -0.52, -4.27)
H (-0.94, -4.38, -1.32)
H (-2.10, -6.47, -0.72)
H (-4.58, -6.57, -0.70)
H (-5.88, -4.54, -1.28)
H (-4.73, -2.45, -1.84)
I (-2.14, -3.99, 7.42)
C (-1.85, -3.19, 5.51)
C (-0.88, -2.21, 5.33)
C (-0.71, -1.66, 4.07)
C (-1.48, -2.12, 3.01)
C (-2.44, -3.11, 3.20)
C (-2.63, -3.65, 4.46)
C (-1.31, -1.51, 1.66)
O (-1.79, -2.01, 0.64)
O (-0.59, -0.45, 1.55)
H (-0.27, -1.86, 6.16)
H (0.04, -0.89, 3.91)
H (-3.03, -3.44, 2.35)
H (-3.38, -4.40, 4.62)

Results
Gap between HOMO and LUMO, eV: 6.18
E_LUMO, eV: 3.22
Net charge: -2

Atom charges from the Löwdin analysis, given in e for atoms 1 to 2: 0.973, -0.140

# 5
ORCA calculation (the ωB97M-V functional and the def2-TZVPD basis) on the molecule C4H6BrNOS at a distorted geometry.

Atoms and positions in Å:
C (-0.75, -0.39, -0.51)
C (0.78, 1.48, 0.92)
C (1.39, -0.05, 1.08)
C (-1.69, -1.25, -1.28)
N (-0.54, 0.78, -0.93)
O (0.28, 1.71, -0.36)
S (0.01, -1.19, 0.91)
Br (2.81, -0.33, -0.26)
H (0.03, 1.59, 1.71)
H (1.59, 2.20, 1.05)
H (1.84, -0.16, 2.06)
H (-1.20, -2.18, -1.55)
H (-2.00, -0.72, -2.17)
H (-2.56, -1.50, -0.67)

Results
Structure (SMILES): CC1=NOC[C@H](Br)S1
Gap between HOMO and LUMO, eV: 9.72
E_LUMO, eV: 0.56
Net charge: 0

Atom charges from the Löwdin analysis, given in e for atoms 1 to 2: -0.650, -0.262

# 6
ORCA calculation (the ωB97M-V functional and the def2-TZVPD basis) on a cluster of 2 separate species, C5H13O in total at a distorted geometry.

Atoms and positions in Å:
C (1.38, -0.13, -1.70)
O (0.53, 0.15, -0.65)
C (2.83, 0.08, -1.27)
H (1.17, 0.46, -2.60)
H (1.28, -1.21, -2.01)
H (3.00, -0.51, -0.35)
H (3.07, 1.13, -1.05)
H (3.54, -0.28, -2.03)
C (-2.43, 0.33, 0.22)
C (-1.57, -0.63, 1.08)
C (-0.56, 0.20, 1.91)
H (-3.08, 0.89, 0.93)
H (-3.06, -0.11, -0.50)
H (-1.87, 1.13, -0.32)
H (-1.09, -1.32, 0.41)
H (-2.29, -1.24, 1.64)
H (0.11, -0.50, 2.52)
H (0.05, 0.67, 1.16)
H (-1.01, 0.91, 2.61)

Results
Gap between HOMO and LUMO, eV: 6.81
E_LUMO, eV: 4.41
Net charge: -1

Atom charges from the Löwdin analysis, given in e for atoms 1 to 2: -0.557, -0.358